No. 1
Below is a cluster of 4 separate species, C24H36BNO8 in total, with properties calculated with wB97M-V/def2-TZVPD.

## Properties
SMILES: [H]/N=C(\C)Cc1c(CCOCC)c(B(O)OC)cc2c1C(=O)C(CC#C)=CC2=O.CO.CO.CO
LUMO, eV: -1.46
Frontier orbital gap, eV: 7.3
Highest occupied orbital energy, eV: -8.72

Atoms and positions in Å:
1 H 0.69330 4.70471 -1.39296
2 N 0.53922 3.77637 -0.95441
3 C 0.24607 3.94452 0.35042
4 C 0.20123 5.47244 0.87774
5 C -0.06044 2.63575 1.25175
6 C 0.16011 1.35175 0.31152
7 C -1.01681 1.01940 -0.72711
8 C -2.35248 1.91337 -0.83839
9 C -3.69646 1.18112 -0.32075
10 O -3.49452 0.23000 0.76094
11 C -4.78398 0.23433 1.48461
12 C -4.95210 -1.01452 2.49112
13 C -0.89393 -0.20104 -1.73236
14 B -2.02893 -0.58988 -2.86078
15 O -2.13742 0.15358 -4.10883
16 O -2.92884 -1.67450 -2.53157
17 C -2.23992 -2.95745 -2.41070
18 C 0.42054 -1.06769 -1.66181
19 C 1.55988 -0.74695 -0.62990
20 C 1.49830 0.48160 0.38351
21 C 2.71760 0.77484 1.37440
22 O 2.86390 1.80893 2.10738
23 C 3.92572 -0.32234 1.43259
24 C 5.17638 -0.22942 2.45035
25 C 4.78504 0.14066 3.95764
26 C 4.45966 0.74602 5.09103
27 C 3.94808 -1.44914 0.50940
28 C 2.83687 -1.71753 -0.61494
29 O 2.98890 -2.69412 -1.44948
30 H 1.13107 6.00021 0.41100
31 H 0.21674 5.51269 2.02773
32 H -0.71807 6.01695 0.41459
33 H 0.49872 2.60849 2.25352
34 H -1.19726 2.65052 1.51997
35 H -2.53621 2.17145 -1.96290
36 H -2.25935 2.92852 -0.29907
37 H -4.46270 1.96995 0.04052
38 H -4.14676 0.62312 -1.23817
39 H -4.87471 1.21651 2.07945
40 H -5.67831 0.20848 0.74339
41 H -3.88428 -1.35148 2.81586
42 H -5.55880 -0.69978 3.43135
43 H -5.47870 -1.88292 1.94326
44 H -1.51990 -0.20282 -4.79110
45 H -2.94420 -3.83097 -2.64747
46 H -1.78937 -2.99350 -1.34036
47 H -1.32259 -2.92688 -3.12968
48 H 0.55540 -1.96196 -2.38198
49 H 5.65461 -1.29357 2.49034
50 H 5.97069 0.45116 1.97244
51 H 4.09432 0.98319 6.16078
52 H 4.82820 -2.20150 0.56703
53 C -6.78425 -2.31429 -2.41144
54 O -6.18689 -1.23388 -1.71375
55 H -7.52209 -2.78844 -1.76269
56 H -7.28025 -1.94176 -3.31128
57 H -6.01803 -3.04513 -2.68245
58 H -5.53878 -0.83328 -2.31040
59 C 2.98152 0.85936 -3.47550
60 O 2.02095 1.73866 -4.03787
61 H 3.83312 0.78532 -4.15359
62 H 3.31836 1.25237 -2.51256
63 H 2.53809 -0.13030 -3.34161
64 H 1.27902 1.78549 -3.41679
65 C 7.07018 -4.19825 3.60539
66 O 6.10804 -3.32200 3.03845
67 H 7.92284 -4.27110 2.92914
68 H 7.40465 -3.80352 4.56785
69 H 6.63004 -5.18920 3.74039
70 H 5.36484 -3.27594 3.65695

No. 2
Below is a cluster of 2 separate species, C3H12NO in total, with properties calculated with wB97M-V/def2-TZVPD.

## Properties
LUMO (alpha / beta), eV: -7.68 / -14.74
Total charge: +2
2S+1: 2
Energy above the lowest of the compared OMol25 structures with the same formula, charge and spin, eV: 1.407
Frontier orbital gap (alpha / beta), eV: 14.4 / 7.3
Highest occupied orbital energy (alpha / beta), eV: -22.11 / -22.02

Atoms and positions in Å:
1 C 0.67214 -1.72886 -1.85222
2 N 1.10909 -1.39097 -0.26089
3 H 1.61695 -2.03277 -2.36012
4 H -0.00230 -2.67155 -1.77209
5 H 0.41192 -0.76159 -2.15678
6 H 0.55099 -1.92690 0.39237
7 H 1.08046 -0.38626 -0.16204
8 H 2.13401 -1.54462 0.00519
9 C -1.03411 1.12986 0.31071
10 O 0.31484 1.35961 -0.11726
11 C -1.25306 0.86422 1.84500
12 H -1.72983 1.98773 0.08989
13 H -1.53051 0.24137 -0.24033
14 H 0.81056 1.99100 0.41453
15 H -0.44065 1.38730 2.55730
16 H -2.28997 1.22387 2.11842
17 H -1.20383 -0.23902 2.05702

No. 3
Below is the molecule C16H19N5O2S3, with properties calculated with wB97M-V/def2-TZVPD.

## Properties
SMILES: CCCCc1nnc(NC(=O)CSCc2cc(=O)n3c(C)csc3n2)s1
LUMO, eV: 0.24
Energy above the lowest of the compared OMol25 structures with the same formula, charge and spin, eV: 0.014
Frontier orbital gap, eV: 8.4
Highest occupied orbital energy, eV: -8.13

Atoms and positions in Å:
1 C -1.01863 2.14125 2.48551
2 C -0.62698 3.50342 1.93024
3 C 0.04316 3.41191 0.55998
4 C -0.93361 3.03347 -0.57344
5 C -0.85962 1.61003 -0.97796
6 N 0.09591 1.09449 -1.65803
7 N -0.06437 -0.18257 -1.97388
8 C -1.16969 -0.69402 -1.53161
9 N -1.48736 -1.98898 -1.82811
10 C -2.37265 -2.90079 -1.30725
11 O -2.36549 -4.03210 -1.73083
12 C -3.33393 -2.46348 -0.23745
13 S -2.54097 -2.13346 1.38581
14 C -1.03011 -3.16913 1.34441
15 C 0.12662 -2.38330 0.81535
16 C 0.48883 -1.18737 1.36494
17 C 1.53385 -0.38299 0.81533
18 O 1.90919 0.69242 1.23648
19 N 2.12646 -0.96719 -0.34171
20 C 3.09454 -0.39097 -1.15281
21 C 3.62118 0.97442 -0.90992
22 C 3.43786 -1.19097 -2.17740
23 S 2.55674 -2.68681 -2.19915
24 C 1.70195 -2.18587 -0.78343
25 N 0.75516 -2.90186 -0.25971
26 S -2.14457 0.44913 -0.63496
27 H -1.42608 2.23968 3.48910
28 H -1.76964 1.65983 1.86317
29 H -0.13778 1.50659 2.52836
30 H -1.50598 4.15072 1.86745
31 H 0.07828 3.97096 2.62056
32 H 0.85293 2.68323 0.60993
33 H 0.48217 4.38207 0.32288
34 H -1.95612 3.26956 -0.27536
35 H -0.69093 3.62159 -1.46184
36 H -0.83025 -2.41324 -2.47865
37 H -4.05911 -3.26531 -0.09272
38 H -3.84945 -1.54125 -0.50493
39 H -0.86228 -3.45365 2.38324
40 H -1.21306 -4.05545 0.74079
41 H -0.03475 -0.79446 2.22143
42 H 2.80927 1.69278 -1.01672
43 H 4.01318 1.06700 0.10007
44 H 4.40040 1.19773 -1.63298
45 H 4.15571 -0.98703 -2.94420

No. 4
Below is a structure of composition C3H8Se, with properties calculated with wB97M-V/def2-TZVPD.

## Properties
LUMO, eV: 0.92
Energy above the lowest of the compared OMol25 structures with the same formula, charge and spin, eV: 1.486
Frontier orbital gap, eV: 9.3
Highest occupied orbital energy, eV: -8.43

Atoms and positions in Å:
1 C 0.69354 -1.28764 -0.27775
2 C 0.10609 1.41763 -0.34481
3 C -0.35572 0.18924 0.44240
4 Se -2.35186 -0.05304 -0.03322
5 H 0.05649 -2.18964 0.08622
6 H 1.62562 -1.03647 0.35559
7 H 0.65219 -1.19498 -1.40183
8 H 0.37014 1.20859 -1.45388
9 H -0.70736 2.20110 -0.32320
10 H 0.84190 1.80221 0.23918
11 H -0.41986 0.29722 1.56248
12 H -2.59676 -0.50410 1.31468

No. 5
Below is a cluster of 7 separate species, C4H18O6 in total, with properties calculated with wB97M-V/def2-TZVPD.

## Properties
SMILES: C=CC=C.O.O.O.O.O.O
LUMO, eV: 0.15
Energy above the lowest of the compared OMol25 structures with the same formula, charge and spin, eV: 2.132
Frontier orbital gap, eV: 9.3
Highest occupied orbital energy, eV: -9.11

Atoms and positions in Å:
1 C 1.82541 0.05570 1.86886
2 C 0.57113 0.34774 2.20415
3 C -0.12074 1.56941 1.60791
4 C -1.42021 1.81497 1.70862
5 H 2.47023 0.55715 1.18403
6 H 2.07418 -0.93641 2.25637
7 H 0.15737 -0.11951 3.09065
8 H 0.64590 2.29821 1.27517
9 H -1.74811 2.82301 1.60407
10 H -2.09653 1.00345 2.03773
11 O -1.48252 -0.17517 -0.25952
12 H -0.96334 0.10489 -1.03325
13 H -1.99339 -0.93170 -0.62586
14 O 1.41429 -1.60022 -2.12945
15 H 1.64403 -1.17574 -1.28371
16 H 2.26403 -1.53680 -2.59146
17 O -1.54799 -2.38276 -1.61922
18 H -0.64111 -2.41407 -1.94474
19 H -1.67458 -3.16702 -1.08262
20 O 1.57768 1.48147 -1.34927
21 H 2.32190 2.08186 -1.34448
22 H 1.26643 1.12481 -0.51794
23 O -0.54016 1.72567 -2.90661
24 H 0.39831 1.57484 -3.01133
25 H -0.65882 2.46774 -2.31525
26 O -1.52216 -2.46706 1.75954
27 H -1.62631 -1.52412 1.46435
28 H -0.59491 -2.60032 1.95325